An isolated ion of composition C10H8IO2 and charge -1 in a non-equilibrium geometry. Source: OMol25; level of theory: ωB97M-V with the def2-TZVPD basis set.

Properties
**Gap between HOMO and LUMO**: 7.29 eV
**SMILES**: C/C(=C(/I)C(=O)[O-])c1ccccc1
**Charge**: -1
**Highest occupied orbital energy**: -0.161 hartree
**Spin multiplicity**: 1
**LUMO energy**: 2.92 eV
**Maximum force**: 7.6 eV/A

Element x y z (Å)
1 H 1.622 -1.733 -1.790
2 H -3.297 0.611 1.631
3 C -2.248 0.609 1.217
4 H -2.414 -1.466 1.220
5 C 1.709 -0.510 -1.679
6 C 4.356 0.989 -0.401
7 C -0.276 1.618 0.509
8 H -1.994 2.681 1.031
9 O 4.478 0.377 -1.471
10 C 0.314 0.435 0.254
11 I 2.900 2.046 2.017
12 H 0.969 -0.162 -2.386
13 C -1.539 1.752 1.024
14 C 1.621 0.230 -0.348
15 H 0.319 2.475 0.605
16 H 0.094 -1.706 0.522
17 C 2.979 1.001 0.180
18 H 2.738 -0.251 -2.006
19 C -0.420 -0.737 0.691
20 O 5.208 1.753 0.156
21 C -1.699 -0.658 1.121

Calculated atomic charges, method natural (NBO), unit e:
1 H 0.1959
2 H 0.1884
3 C -0.2097
4 H 0.2059
5 C -0.6984
6 C 0.6408
7 C -0.1840
8 H 0.2034
9 O -0.7317
10 C -0.0888
11 I 0.1056
12 H 0.1999
13 C -0.2253
14 C 0.0172
15 H 0.2208
16 H 0.2105
17 C -0.2010
18 H 0.3067
19 C -0.1752
20 O -0.7437
21 C -0.2370